The following is a quantum chemistry calculation of a cluster of 2 separate species, C3H10NO2 in total, from the OMol25 dataset.

Properties
LUMO level   4.432 eV
Net charge   -1
Energy relative to the best compared isomer or geometry (same formula, charge and spin)   0.6 kcal/mol
Spin multiplicity   1
Largest force on an atom   0.71 eV/Å
Energy   -8858.769 eV

Positions of all 16 atoms, in Å:
1 C 0.59 -0.44 0.80
2 O 1.11 -0.93 -0.36
3 C -0.88 0.00 0.66
4 C -1.06 1.07 -0.42
5 N -1.76 -1.15 0.37
6 H 1.13 0.44 1.21
7 H 0.56 -1.21 1.61
8 H -1.18 0.44 1.60
9 H -0.52 0.79 -1.34
10 H -2.13 1.17 -0.62
11 H -0.66 2.02 -0.06
12 H -1.25 -1.74 -0.28
13 H -1.77 -1.73 1.21
14 H 1.89 0.18 -1.13
15 H 3.39 0.37 -1.48
16 O 2.53 0.71 -1.76

***

The following is a quantum chemistry calculation of a cluster of 2 separate species, C3H10NO2 in total at a distorted geometry, from the OMol25 dataset.

Properties
LUMO level   4.253 eV
Net charge   -1
Energy relative to the best compared isomer or geometry (same formula, charge and spin)   10.6 kcal/mol
Spin multiplicity   1
Largest force on an atom   1.46 eV/Å
Energy   -8858.334 eV

Positions of all 16 atoms, in Å:
1 C 0.51 0.71 -0.42
2 O 0.20 1.74 0.43
3 C 0.17 -0.64 0.24
4 C -0.13 -1.68 -0.83
5 N 1.27 -1.13 1.09
6 H 1.62 0.56 -0.59
7 H 0.02 0.79 -1.42
8 H -0.67 -0.50 0.94
9 H -1.01 -1.32 -1.37
10 H 0.75 -1.71 -1.45
11 H -0.35 -2.66 -0.40
12 H 1.77 -0.38 1.55
13 H 1.03 -1.83 1.78
14 H -1.02 2.68 -0.11
15 H -2.17 2.38 0.65
16 O -1.99 2.99 -0.09

***

The following is a quantum chemistry calculation of a cluster of 3 separate species, C3H10NO2 in total at a distorted geometry, from the OMol25 dataset.

Properties
LUMO level   -5.094 eV
Net charge   +1
Energy relative to the best compared isomer or geometry (same formula, charge and spin)   53.6 kcal/mol
Spin multiplicity   1
Largest force on an atom   2.67 eV/Å
Energy   -8850.017 eV

Positions of all 16 atoms, in Å:
1 C 0.95 1.59 -0.85
2 C 1.66 1.76 0.25
3 C 0.87 -0.81 -1.08
4 N 0.29 0.33 -1.16
5 H 0.95 2.25 -1.70
6 H 1.66 1.07 1.08
7 H 2.26 2.65 0.30
8 H 0.18 -1.61 -1.35
9 H 1.94 -0.95 -1.08
10 H -0.71 0.28 -1.01
11 H -1.02 -0.17 4.10
12 H -0.96 -1.66 3.79
13 O -0.51 -0.83 3.61
14 H -2.62 -1.04 -0.76
15 H -2.72 -1.95 -1.97
16 O -2.18 -1.22 -1.61

***

The following is a quantum chemistry calculation of a cluster of 2 separate species, C3H10NO2 in total at a distorted geometry, from the OMol25 dataset.

Properties
LUMO level   -3.744 eV
Net charge   +1
Energy relative to the best compared isomer or geometry (same formula, charge and spin)   31.7 kcal/mol
Spin multiplicity   1
Largest force on an atom   1.67 eV/Å
Energy   -8850.964 eV

Positions of all 16 atoms, in Å:
1 O -1.66 -1.14 1.46
2 C -1.57 0.03 1.20
3 C -0.32 0.57 0.50
4 N 0.09 -0.44 -0.56
5 C 1.21 -1.34 -0.16
6 H -2.36 0.77 1.39
7 H 0.52 0.67 1.17
8 H -0.53 1.51 0.00
9 H 0.14 0.05 -1.45
10 H -0.72 -1.05 -0.65
11 H 1.87 -1.52 -0.99
12 H 1.81 -0.83 0.60
13 H 0.79 -2.27 0.22
14 H 1.05 2.60 -2.20
15 H 2.03 1.45 -2.29
16 O 1.42 1.87 -1.67

***

The following is a quantum chemistry calculation of a cluster of 2 separate species, C3H10NO2 in total at a distorted geometry, from the OMol25 dataset.

Properties
LUMO level   -3.453 eV
Net charge   +1
Energy relative to the best compared isomer or geometry (same formula, charge and spin)   40.8 kcal/mol
Spin multiplicity   1
Largest force on an atom   5.00 eV/Å
Energy   -8850.572 eV

Positions of all 16 atoms, in Å:
1 C 0.64 0.70 -0.14
2 C 1.11 -0.72 0.16
3 C 2.03 -1.06 -0.96
4 O 2.24 -0.27 -1.85
5 N -0.63 1.25 0.73
6 H 0.24 0.68 -1.18
7 H 1.40 1.44 0.07
8 H 0.41 -1.53 0.29
9 H 1.84 -0.76 1.04
10 H 2.57 -1.98 -0.86
11 H -1.31 0.56 0.34
12 H -1.09 2.08 0.55
13 H -0.64 1.15 1.76
14 H -3.50 0.07 0.25
15 H -2.63 -1.22 -0.35
16 O -2.69 -0.41 0.17

***

The following is a quantum chemistry calculation of a cluster of 2 separate species, C3H10NO2P in total at a distorted geometry, from the OMol25 dataset.

Properties
LUMO level (alpha / beta)   0.138 / 0.050 eV
Energy relative to the best compared isomer or geometry (same formula, charge and spin)   143.7 kcal/mol
Spin multiplicity   1
Largest force on an atom   3.55 eV/Å
Energy   -18143.660 eV

Positions of all 17 atoms, in Å:
1 C 0.37 1.13 -1.37
2 C -0.49 1.75 1.30
3 C 0.82 -0.80 0.76
4 N -0.28 -2.85 -0.84
5 O -1.64 -0.26 -0.30
6 O 0.89 -2.38 -0.52
7 P -0.35 0.35 0.06
8 H -0.29 2.06 -1.52
9 H 1.42 1.51 -1.13
10 H 0.59 0.57 -2.27
11 H -1.08 1.33 2.21
12 H 0.50 2.15 1.57
13 H -1.00 2.53 0.79
14 H 0.41 -1.31 1.63
15 H 1.81 -0.47 0.91
16 H -0.86 -2.14 -1.40
17 H -0.81 -3.17 0.10

***

The following is a quantum chemistry calculation of a cluster of 2 separate species, C3H10NO2S in total at a distorted geometry, from the OMol25 dataset.

Properties
LUMO level   -3.502 eV
Net charge   +1
Energy relative to the best compared isomer or geometry (same formula, charge and spin)   12.5 kcal/mol
Spin multiplicity   1
Largest force on an atom   1.60 eV/Å
Energy   -19686.371 eV

Positions of all 17 atoms, in Å:
1 O -0.84 -1.30 1.32
2 C -0.96 -0.85 0.22
3 C 0.05 0.24 -0.26
4 C -0.54 1.59 -0.56
5 S -2.23 1.40 -1.32
6 N 1.01 0.31 0.90
7 H -1.72 -1.11 -0.52
8 H 0.64 -0.20 -1.06
9 H -0.07 2.21 -1.32
10 H -0.63 2.18 0.35
11 H -2.55 2.69 -1.17
12 H 1.82 0.85 0.61
13 H 1.36 -0.65 1.06
14 H 0.65 0.70 1.77
15 H 0.63 -2.93 0.31
16 H 2.10 -2.80 -0.25
17 O 1.28 -2.33 -0.09

***

The following is a quantum chemistry calculation of a cluster of 2 separate species, C3H10NO2S2 in total at a distorted geometry, from the OMol25 dataset.

Properties
LUMO level   3.579 eV
Net charge   -1
Energy relative to the best compared isomer or geometry (same formula, charge and spin)   27.7 kcal/mol
Spin multiplicity   1
Largest force on an atom   5.89 eV/Å
Energy   -30529.304 eV

Positions of all 18 atoms, in Å:
1 N -0.08 -1.89 1.97
2 C -0.08 -1.02 0.78
3 C -1.44 -0.83 0.18
4 O -2.39 -0.39 1.14
5 C 1.01 -1.47 -0.18
6 S 1.91 0.14 -0.87
7 S 0.58 1.24 -1.73
8 H -0.95 -1.92 2.52
9 H 0.13 -2.83 1.60
10 H 0.19 -0.05 1.36
11 H -1.52 -0.12 -0.65
12 H -1.87 -1.81 0.03
13 H 0.64 -1.95 -1.03
14 H 1.80 -2.09 0.18
15 H -0.52 2.18 0.47
16 H -1.50 3.23 0.66
17 H -2.24 0.54 1.36
18 O -1.42 2.40 0.95

***

The following is a quantum chemistry calculation of a cluster of 2 separate species, C3H10NO2S2 in total at a distorted geometry, from the OMol25 dataset.

Properties
LUMO level   -3.586 eV
Net charge   +1
Energy relative to the best compared isomer or geometry (same formula, charge and spin)   61.3 kcal/mol
Spin multiplicity   1
Largest force on an atom   6.55 eV/Å
Energy   -30519.679 eV

Positions of all 18 atoms, in Å:
1 N -0.81 -1.13 0.87
2 C -0.22 0.33 0.81
3 C -0.16 0.51 -0.72
4 O 0.06 -0.41 -1.51
5 C 1.10 0.74 1.50
6 S 2.27 2.11 1.06
7 S 2.59 1.63 -0.93
8 H -0.77 -1.58 -0.14
9 H -0.30 -1.65 1.54
10 H -1.73 -0.86 1.34
11 H -0.96 1.08 1.22
12 H -0.21 1.58 -1.04
13 H 0.71 0.79 2.60
14 H 1.69 -0.27 1.70
15 H 3.93 1.23 -1.03
16 H -2.81 -1.99 -2.25
17 H -2.12 -0.84 -2.88
18 O -2.23 -1.28 -2.14

***

The following is a quantum chemistry calculation of a cluster of 2 separate species, C3H10NO3 in total at a distorted geometry, from the OMol25 dataset.

Properties
LUMO level   4.013 eV
Net charge   -1
Energy relative to the best compared isomer or geometry (same formula, charge and spin)   39.1 kcal/mol
Spin multiplicity   1
Largest force on an atom   4.30 eV/Å
Energy   -10904.286 eV

Positions of all 17 atoms, in Å:
1 N -1.97 -0.47 -0.57
2 C -0.77 0.41 -0.77
3 C 0.26 -0.55 -1.37
4 O -0.18 -0.95 -2.63
5 C -0.41 0.78 0.83
6 O -0.30 -0.38 1.48
7 H -1.78 -1.27 -0.06
8 H -2.72 0.01 -0.19
9 H -1.00 1.33 -1.34
10 H 1.19 0.10 -1.56
11 H 0.84 -1.36 -0.84
12 H -1.00 -1.40 -2.62
13 H 0.57 1.31 0.88
14 H -1.22 1.46 0.99
15 H 2.66 0.85 1.76
16 H 2.12 1.14 3.13
17 O 2.94 0.99 2.61

***

The following is a quantum chemistry calculation of the ion C3H10NO3 with charge +1 at a distorted geometry, from the OMol25 dataset.

Properties
LUMO level   -3.198 eV
Net charge   +1
Structure (SMILES)   C[NH2+][C@H](O)C(O)O
Energy relative to the best compared isomer or geometry (same formula, charge and spin)   57.2 kcal/mol
Spin multiplicity   1
Largest force on an atom   4.07 eV/Å
Energy   -10897.985 eV

Positions of all 17 atoms, in Å:
1 C 0.94 -2.09 0.41
2 C -0.67 -0.12 -0.47
3 C -0.76 1.44 -0.09
4 N 0.48 -0.66 0.40
5 O -0.60 -0.50 -1.75
6 O 0.47 1.88 -0.31
7 O -1.19 1.50 1.19
8 H 1.55 -2.41 -0.43
9 H 1.41 -2.35 1.27
10 H 0.09 -2.67 0.30
11 H -1.57 -0.57 -0.13
12 H -1.43 2.06 -0.71
13 H 0.26 -0.40 1.39
14 H 1.23 0.00 0.10
15 H 0.33 -0.38 -2.20
16 H 0.70 2.79 -0.35
17 H -1.25 2.48 1.39

***

The following is a quantum chemistry calculation of a cluster of 2 separate species, C3H10NO3S in total at a distorted geometry, from the OMol25 dataset.

Properties
LUMO level   -3.299 eV
Net charge   +1
Energy relative to the best compared isomer or geometry (same formula, charge and spin)   17.7 kcal/mol
Spin multiplicity   1
Largest force on an atom   2.50 eV/Å
Energy   -21734.520 eV

Positions of all 18 atoms, in Å:
1 O -1.37 0.06 -1.95
2 C -0.35 0.31 -1.40
3 O 0.67 1.02 -1.86
4 C -0.22 0.13 0.12
5 C -0.88 1.28 0.83
6 S -1.15 0.98 2.64
7 N -0.66 -1.25 0.52
8 H 0.71 0.98 -2.81
9 H 0.82 0.11 0.46
10 H -0.31 2.21 0.87
11 H -1.78 1.54 0.29
12 H -2.48 0.93 2.55
13 H 0.17 -1.82 0.56
14 H -1.05 -1.25 1.48
15 H -1.38 -1.54 -0.14
16 H 3.36 -1.43 -1.39
17 H 3.26 -0.99 -0.04
18 O 2.65 -1.29 -0.73

***

The following is a quantum chemistry calculation of a structure of composition C3H10NO4 at a distorted geometry, from the OMol25 dataset.

Properties
LUMO level   3.800 eV
Net charge   -1
Energy relative to the best compared isomer or geometry (same formula, charge and spin)   74.1 kcal/mol
Spin multiplicity   1
Largest force on an atom   1.84 eV/Å
Energy   -12953.100 eV

Positions of all 18 atoms, in Å:
1 O -3.49 -0.41 0.16
2 C -2.27 -0.49 0.15
3 C -1.22 0.60 0.28
4 N -0.49 0.62 -0.96
5 C 1.30 0.80 -0.34
6 O 1.69 -0.27 0.24
7 H -1.84 -1.50 0.00
8 H -0.62 0.23 1.13
9 H -1.70 1.52 0.62
10 H -0.77 1.44 -1.48
11 H 1.12 1.67 0.29
12 H 1.73 0.94 -1.36
13 H 1.41 -1.68 -1.78
14 H 0.49 -0.64 -2.12
15 O 1.19 -1.18 -2.58
16 H 0.48 -0.89 2.73
17 H 1.67 -0.31 2.05
18 O 1.31 -0.46 2.96

***

The following is a quantum chemistry calculation of a cluster of 3 separate species, C3H10NO4 in total at a distorted geometry, from the OMol25 dataset.

Properties
LUMO level   3.970 eV
Net charge   -1
Energy relative to the best compared isomer or geometry (same formula, charge and spin)   24.1 kcal/mol
Spin multiplicity   1
Largest force on an atom   2.48 eV/Å
Energy   -12955.269 eV

Positions of all 18 atoms, in Å:
1 C -1.29 0.73 -1.55
2 C -1.81 0.34 -0.16
3 C -0.86 -0.77 0.45
4 O 0.37 -0.47 0.58
5 O -1.42 -1.82 0.74
6 N -0.15 1.66 -1.48
7 H -0.90 -0.17 -1.97
8 H -2.04 1.30 -2.09
9 H -2.09 1.09 0.57
10 H -2.66 -0.34 -0.27
11 H 0.65 1.17 -1.11
12 H -0.34 2.28 -0.68
13 H 0.81 0.94 1.70
14 H 2.10 0.67 2.40
15 O 1.53 1.41 2.18
16 H 2.06 -0.57 -0.38
17 H 2.50 -1.92 -0.15
18 O 2.56 -1.25 -0.85